# 1
C15H23NO5 | ωB97M-V/def2-TZVPD

Computed properties:
HOMO = -7.94 eV
Kohn-Sham gap = 8.21 eV
energy above the lowest of the compared OMol25 structures with the same formula, charge and spin = 451.0 kcal/mol

The geometry in XYZ format:
```
44
Properties=species:S:1:pos:R:3:forces:R:3
O 2.01062 3.38008 0.89203 0.181 -0.737 -0.550
C 1.53237 2.69934 -0.02067 -3.153 6.652 1.662
N 1.84682 1.53753 -0.36874 -1.425 -9.183 -5.020
H 1.19525 0.93733 -1.07290 1.523 3.033 1.787
C 2.70052 0.48539 0.21337 -2.032 9.839 10.316
C 3.31675 -0.39093 -0.54840 5.005 -2.870 -7.127
C 2.41936 -1.35152 -1.29885 6.520 10.217 -9.892
H 3.16000 -1.61752 -2.34429 -2.020 0.348 2.861
C 1.78482 -2.37250 -0.84098 -3.101 0.104 14.781
H 2.50900 -2.77846 0.06953 -2.030 0.224 -1.730
H 1.72631 -3.02437 -1.44013 -0.905 -9.331 -8.115
C 0.31033 -2.03953 -0.33905 9.064 -8.972 12.863
H -0.03101 -1.52817 -0.93983 -6.475 10.163 -10.033
C 0.32612 -1.71737 1.28834 -5.797 -3.595 -4.435
C 0.60702 -0.37949 1.51913 3.251 -0.183 9.304
H -0.02114 0.28622 1.13698 -2.179 3.037 -2.116
H 0.27689 -0.38657 2.71673 0.379 0.800 -2.381
C 2.05993 -0.02031 1.73694 -0.083 4.295 -2.906
H 2.81254 -0.71965 1.86710 0.597 -2.232 1.160
H 2.19000 0.83093 2.55677 -0.196 -1.575 -2.197
H 0.89879 -2.48744 1.73107 0.878 -0.429 0.596
H -0.84368 -1.91080 1.71642 2.867 0.185 -1.397
H -0.17826 -2.92806 -0.34946 -1.646 -2.852 -0.345
H 1.68887 -0.60393 -1.83280 0.973 -1.282 0.406
H 3.96713 0.47993 -1.52217 -1.737 -2.902 2.583
H 4.15166 -0.88984 -0.02947 -0.307 0.079 -0.203
H 3.45198 1.19114 0.69521 -0.113 -1.029 -0.542
C 0.21282 3.41629 -0.84943 1.517 -10.577 2.289
H 0.26980 3.08924 -1.77964 1.108 0.276 -4.879
H 0.06518 4.26756 -0.50019 -0.763 7.873 2.274
O -1.02517 2.70873 -0.48914 -1.745 -2.079 0.068
C -1.34944 1.40204 -1.15272 -4.014 4.612 7.873
O -0.59336 0.95670 -1.85810 4.280 -3.436 -5.632
C -2.57096 0.69761 -0.52083 2.511 9.067 4.095
C -3.24581 1.24843 0.56900 6.771 1.973 -3.855
O -4.30857 0.98737 1.09604 -7.816 -5.754 -0.799
C -4.88209 -0.21296 0.06124 -2.883 0.369 10.114
H -5.60077 -0.77026 1.12174 2.029 1.288 -3.955
C -3.81641 -1.06139 -0.32327 1.386 -1.374 4.686
H -4.32078 -1.75535 -0.89065 -0.255 -2.372 -1.510
O -2.84776 -0.41278 -0.97358 -0.047 -6.241 -5.712
H -3.38196 -1.49000 0.72950 -0.761 0.428 -2.478
H -5.55300 0.20723 -0.56410 -1.695 1.700 -2.218
H -2.92071 2.04009 1.13228 2.344 2.446 0.306
```
Positions in Å, forces in eV/Å.

# 2
C15H23NOS2 | ωB97M-V/def2-TZVPD

Computed properties:
HOMO = -8.22 eV
Kohn-Sham gap = 8.73 eV
energy above the lowest of the compared OMol25 structures with the same formula, charge and spin = 313.7 kcal/mol

The geometry in XYZ format:
```
42
Properties=species:S:1:pos:R:3:forces:R:3
C -3.99563 -3.27041 -1.04545 -4.110 -1.818 4.916
C -3.62796 -1.93885 -0.52134 -0.058 -5.696 3.479
C -3.30360 -1.70911 0.80095 -1.024 -9.405 1.732
C -3.15904 -0.59078 1.35460 1.662 4.083 7.000
C -3.26539 0.40384 0.43899 3.873 7.388 11.087
C -3.68393 0.38495 -0.69737 -3.228 2.836 -11.077
C -3.95192 -0.90435 -1.12467 -1.522 6.720 -11.511
H -4.13586 -0.83435 -2.46119 -0.022 -0.929 4.146
H -3.75948 1.36867 -1.47371 0.074 -3.053 2.454
S -2.91458 2.09363 1.36998 -0.119 0.461 -1.518
C -2.41195 3.35832 0.01347 -2.134 -11.367 -3.166
C -1.40220 2.55883 -0.95923 3.269 -2.979 0.764
O -1.24266 2.41648 -2.17228 -1.649 1.494 2.366
N -0.40680 1.80412 -0.11443 0.022 2.865 -10.684
H -0.55235 1.64764 0.72293 -2.442 -1.195 10.126
C 0.56732 0.92480 -0.63179 1.734 -0.297 -5.277
C 2.03927 1.39607 -0.38192 -3.387 6.322 1.220
H 2.10878 1.61048 0.72116 0.205 0.033 -0.935
H 2.20845 2.64421 -0.96678 -0.906 -3.670 1.916
S 3.32273 0.57714 -0.98355 2.659 -1.917 -3.670
C 3.94544 -0.41784 0.28238 -1.823 4.797 7.288
C 4.87727 -1.30253 -0.06394 6.777 -3.377 -8.001
H 5.45280 -1.86795 0.62906 0.414 0.180 0.925
H 4.43636 -2.02404 -0.73743 0.011 -0.737 -0.452
H 5.77023 -0.69444 -1.00406 -2.280 -1.786 2.995
C 4.77538 0.57152 1.31337 0.277 -2.085 -0.422
H 4.00799 1.08847 1.74231 -1.890 2.469 1.022
H 5.51263 1.25188 0.76699 -0.787 -1.314 1.076
H 5.06170 -0.04083 2.25766 0.612 0.804 -1.897
C 2.89728 -1.20228 1.13658 -2.110 3.092 -5.079
H 2.34583 -1.68433 0.30436 0.359 -1.069 0.803
H 2.12085 -0.50736 1.40171 -0.147 0.361 1.198
H 3.30669 -1.75826 1.86841 1.111 -1.986 2.388
H 0.45249 0.84780 -1.85938 0.136 0.470 3.064
H 0.55400 -0.14520 -0.40520 -0.677 0.076 0.800
H -3.14446 3.67755 -0.59563 -3.041 1.040 -1.701
H -1.89158 4.04951 0.29370 5.582 7.785 4.167
H -2.96274 -0.44252 2.69280 -0.598 -0.282 -4.758
H -3.41639 -2.63576 1.46805 0.691 1.145 -0.912
H -3.59143 -3.26234 -1.95425 1.506 -1.202 -3.881
H -3.70165 -4.14862 -0.28449 -0.437 1.889 -2.144
H -5.24195 -3.29379 -1.14139 3.416 -0.146 0.153
```
Positions in Å, forces in eV/Å.

# 3
C15H24As2CuIN3O | ωB97M-V/def2-TZVPD

Computed properties:
HOMO = -10.83 eV
Kohn-Sham gap = 8.70 eV
energy above the lowest of the compared OMol25 structures with the same formula, charge and spin = 10.9 kcal/mol
net charge = +1

The geometry in XYZ format:
```
47
Properties=species:S:1:pos:R:3:forces:R:3
Cu 1.01565 0.31106 0.63722 -0.201 -0.010 0.080
C 0.49485 2.16016 -2.52817 0.044 0.045 0.069
As 0.21577 0.50076 -1.55272 0.026 -0.118 0.008
C 1.17363 -0.74340 -2.70073 0.018 0.007 -0.021
C -1.62664 0.09352 -2.02268 -0.065 -0.012 -0.001
C -1.98244 0.28668 -3.35597 0.036 -0.008 0.011
C -3.26388 0.00790 -3.79894 -0.013 0.002 -0.032
C -4.20357 -0.47395 -2.90344 -0.010 -0.001 0.000
C -3.85687 -0.67269 -1.57640 0.010 0.002 0.031
C -2.57242 -0.39627 -1.11239 0.085 0.045 -0.071
As -2.11051 -0.65353 0.77117 0.030 0.003 0.114
C -3.82382 -1.29219 1.46667 0.000 -0.024 0.007
C -1.26175 -2.41514 0.57259 -0.019 -0.006 -0.036
H 0.42713 1.98257 -3.60013 -0.010 0.019 0.037
H 1.48466 2.55176 -2.29905 -0.001 -0.022 -0.009
H -0.25634 2.89016 -2.23115 0.011 -0.020 0.004
H 0.78230 -0.68812 -3.71572 0.013 -0.001 0.014
H 1.05443 -1.75827 -2.32534 -0.018 0.015 0.007
H 2.23281 -0.48720 -2.70116 -0.018 -0.001 0.007
H -1.25623 0.66058 -4.06768 -0.008 -0.014 -0.005
H -3.52526 0.16583 -4.83637 0.003 0.004 -0.011
H -5.20807 -0.69716 -3.23718 -0.013 -0.001 0.005
H -4.60573 -1.05093 -0.89436 -0.011 0.015 -0.028
H -4.18729 -2.16506 0.92538 0.011 0.001 0.015
H -4.56712 -0.49731 1.42786 0.013 0.004 0.003
H -3.67370 -1.56564 2.51136 0.012 0.004 -0.019
H -1.89783 -3.07069 -0.02118 0.019 -0.012 0.010
H -1.10070 -2.85583 1.55631 0.001 0.017 0.016
H -0.29418 -2.31270 0.07901 -0.001 0.001 0.007
I 0.02261 -1.99239 6.30675 0.019 0.021 -0.046
C 0.87343 -1.33652 4.55088 0.024 -0.035 0.065
C 2.18181 -1.48868 4.14503 -0.036 -0.001 0.039
N 2.28170 -0.90771 2.94121 0.044 0.016 -0.083
N 1.11222 -0.38479 2.53715 0.025 0.018 -0.219
C 0.24812 -0.64081 3.51110 -0.045 0.046 0.005
H 3.02046 -1.95770 4.62827 0.037 -0.015 0.000
H 3.08531 -0.78790 2.33999 -0.027 0.012 0.076
H -0.77399 -0.30877 3.43860 -0.007 -0.008 -0.045
C 2.96275 3.10487 0.55699 -0.022 -0.002 0.011
C 3.73436 1.84936 0.84885 0.022 -0.020 -0.001
N 5.03526 1.99397 1.12392 0.107 -0.001 -0.008
O 3.21250 0.72867 0.81799 -0.035 -0.001 -0.004
H 3.32844 3.95105 1.13581 -0.006 0.008 -0.006
H 1.90743 2.94549 0.77038 0.018 0.005 0.001
H 3.07307 3.34280 -0.50241 -0.005 0.007 0.003
H 5.47589 2.89726 1.13494 -0.019 -0.011 0.002
H 5.61178 1.17687 1.24774 -0.038 0.024 -0.002
```
Positions in Å, forces in eV/Å.

# 4
C15H24AsN3O5STeTi | ωB97M-V/def2-TZVPD

Computed properties:
HOMO = -6.98 eV
Kohn-Sham gap = 6.39 eV
energy above the lowest of the compared OMol25 structures with the same formula, charge and spin = 0.0 kcal/mol

The geometry in XYZ format:
```
51
Properties=species:S:1:pos:R:3:forces:R:3
Ti -0.52142 0.15523 -0.49201 -0.410 -0.155 0.259
O 1.86368 3.47761 -0.92024 -0.006 -0.060 0.038
C 1.37290 2.37096 -0.95067 -0.061 0.043 -0.105
O 0.11290 2.06808 -0.81597 0.071 0.028 0.066
C 2.23284 1.13806 -1.14243 0.055 0.200 0.066
C 3.61031 1.07843 -1.05481 0.061 -0.153 -0.132
C 4.20661 -0.17943 -1.12141 -0.053 -0.016 0.007
C 3.42286 -1.32428 -1.25273 0.087 0.167 -0.109
C 2.05288 -1.15796 -1.32823 0.015 -0.203 0.034
N 1.50337 0.04517 -1.28925 -0.119 0.004 0.243
C 1.01241 -2.25998 -1.33208 -0.054 0.033 -0.090
O 1.32603 -3.41376 -1.53531 0.026 0.028 0.064
O -0.17869 -1.80176 -1.09490 0.084 -0.057 0.050
H 4.17814 1.98853 -0.91860 -0.024 -0.018 -0.013
H 5.28347 -0.26955 -1.04329 -0.034 0.002 -0.002
H 3.84056 -2.32204 -1.27598 -0.020 0.045 -0.011
C -3.31953 1.35755 -2.95954 0.059 -0.039 -0.034
As -1.69914 0.30917 -2.84481 0.057 -0.015 -0.085
C -2.20805 -1.37222 -3.65931 0.022 0.077 0.000
C -0.57594 1.12206 -4.20785 -0.077 -0.031 0.015
S -2.31090 1.30453 0.39909 0.061 0.119 -0.019
H -3.71573 1.33513 -3.97255 -0.015 -0.002 -0.053
H -3.09835 2.37875 -2.66199 0.022 0.047 0.010
H -4.04102 0.93858 -2.26315 -0.042 -0.029 0.049
H -2.50893 -1.22404 -4.69439 -0.011 0.007 -0.046
H -3.03364 -1.78245 -3.08402 -0.045 -0.027 0.040
H -1.37057 -2.06241 -3.59935 0.038 -0.024 -0.010
H -1.10479 1.17962 -5.15602 -0.030 0.013 -0.072
H 0.32430 0.52407 -4.33254 0.046 -0.026 0.003
H -0.29765 2.12121 -3.88039 0.021 0.041 0.022
Te -2.90119 -0.99437 0.41234 0.138 0.107 -0.161
C 0.08758 -2.61760 2.24530 0.039 0.005 0.086
N 0.00021 -1.39270 3.03542 -0.001 -0.102 0.033
C 0.08667 -1.56010 4.47715 -0.063 0.003 -0.042
C 0.07932 -0.20485 2.43014 -0.091 0.155 -0.029
O 0.48069 -0.14456 1.22206 0.192 -0.154 0.019
N -0.21623 0.92604 3.10090 0.120 0.000 0.057
C 0.31317 2.20041 2.62742 -0.103 -0.041 0.010
C -1.35000 1.01079 4.01030 0.004 -0.005 -0.023
H -0.50512 -3.38626 2.74007 -0.002 0.012 0.004
H 1.12331 -2.95883 2.17180 -0.001 0.012 -0.001
H -0.31516 -2.45732 1.25242 0.004 0.015 -0.062
H 0.83806 -2.32042 4.69282 0.006 -0.015 -0.013
H -0.86532 -1.88562 4.90114 0.003 0.004 -0.001
H 0.39120 -0.63247 4.95100 0.013 0.027 -0.006
H 1.17271 2.03113 1.98957 0.068 -0.016 -0.017
H 0.62223 2.79178 3.49074 -0.025 -0.010 0.003
H -0.43514 2.74867 2.05614 -0.039 0.015 -0.035
H -1.90747 0.07793 4.00182 0.000 -0.004 0.004
H -2.01539 1.79480 3.64526 -0.006 -0.004 0.001
H -1.04305 1.25068 5.03089 0.018 -0.004 -0.009
```
Positions in Å, forces in eV/Å.

# 5
C15H24BN5O2S | ωB97M-V/def2-TZVPD

Computed properties:
HOMO = -8.21 eV
Kohn-Sham gap = 7.55 eV
energy above the lowest of the compared OMol25 structures with the same formula, charge and spin = 0.0 kcal/mol

The geometry in XYZ format:
```
48
Properties=species:S:1:pos:R:3:forces:R:3
C 3.09775 2.92650 1.75615 0.089 0.302 -0.021
C 2.62178 3.72799 0.54541 -0.156 -0.387 0.365
S 0.87051 4.18480 0.57482 0.072 0.223 -0.163
C 0.09056 2.57222 0.70720 -0.149 -0.055 0.372
B -1.43661 2.62441 0.36809 -0.057 0.029 0.022
N -2.23775 3.80099 0.46485 -0.633 -0.857 -0.022
O -2.03436 1.40032 -0.06865 0.063 0.132 -0.049
N -1.87998 0.37725 0.88745 0.378 0.235 -0.091
O -1.90717 -0.67327 0.39366 -0.228 -0.337 -0.137
H 2.31979 2.28047 2.15030 -0.006 -0.204 -0.040
H 3.95308 2.31895 1.47048 0.065 -0.124 0.082
H 3.41226 3.58295 2.56401 -0.039 0.074 0.084
H 2.79774 3.15718 -0.36314 0.042 0.113 -0.178
H 3.15325 4.67362 0.49584 0.079 0.070 -0.233
H 0.16929 2.19254 1.73172 0.088 -0.132 0.048
H 0.56899 1.83520 0.06253 0.124 0.024 -0.103
H -2.42491 4.00914 1.44336 0.419 0.691 -0.070
H -3.14851 3.61396 0.05392 -0.083 0.164 0.048
C -0.39131 -5.90738 0.17693 0.012 -0.012 -0.009
C -0.53385 -5.56337 -1.19452 -0.008 0.005 -0.047
C -0.74135 -4.20977 -1.25419 0.001 -0.011 -0.001
N -0.72994 -3.72653 0.02421 0.048 0.015 -0.005
C -0.51559 -4.75249 0.90129 -0.012 0.027 -0.003
H -0.21765 -6.88939 0.58263 0.003 -0.012 -0.002
H -0.49032 -6.23509 -2.03640 0.007 -0.022 0.008
H -0.89754 -3.54849 -2.09007 -0.027 0.013 0.003
H -0.86269 -2.76519 0.27840 -0.062 0.010 0.016
H -0.47069 -4.57506 1.96175 -0.006 -0.011 0.012
C 0.37966 7.36620 4.98394 0.003 0.003 0.005
C 0.10372 6.18642 5.72594 -0.001 0.002 0.001
C 0.21690 5.12915 4.86080 -0.006 -0.004 -0.022
N 0.54667 5.62257 3.62958 0.028 -0.113 0.020
C 0.64951 6.98210 3.69590 -0.006 0.003 -0.011
H 0.37966 8.37808 5.35265 0.001 0.008 0.005
H -0.14725 6.12200 6.77133 -0.001 0.001 0.009
H 0.09186 4.07132 5.01959 0.002 -0.006 0.018
H 0.69210 5.06905 2.79334 -0.044 0.128 0.054
H 0.90375 7.56085 2.82444 -0.010 0.014 -0.004
C -1.29960 -7.12023 -6.31232 0.017 -0.013 -0.019
C -0.02733 -6.70071 -6.78950 -0.015 -0.021 -0.009
C 0.43096 -5.73538 -5.93428 -0.016 0.025 0.018
N -0.51477 -5.55497 -4.96286 -0.005 0.008 0.022
C -1.57108 -6.39556 -5.18333 0.001 0.031 0.016
H -1.93986 -7.86851 -6.74777 -0.003 -0.009 -0.005
H 0.49084 -7.06711 -7.65941 0.004 -0.007 -0.007
H 1.34392 -5.16577 -5.93355 0.011 0.001 -0.008
H -0.44490 -4.90589 -4.20137 0.029 -0.014 0.027
H -2.41958 -6.40611 -4.52117 -0.011 -0.003 0.002
```
Positions in Å, forces in eV/Å.